Entry 1:
One molecule with the formula C7H12Si at a distorted geometry. Source: OMol25; level of theory: ωB97M-V/def2-TZVPD.

The geometry in XYZ format:
```
20
C7H12Si, DFT ωB97M-V/def2-TZVPD
C 2.04 -0.40 -0.54
C 1.20 -1.03 0.33
C 1.65 1.07 -0.42
C 0.63 0.08 1.32
C -0.06 -1.69 -0.27
C 0.32 0.92 0.15
C -0.62 -0.12 -0.62
Si -2.45 0.10 -0.06
H 2.46 -0.79 -1.36
H 2.25 1.73 0.21
H 1.52 1.47 -1.40
H -0.27 -0.32 1.89
H 1.27 0.49 2.06
H 0.21 -2.13 -1.27
H -0.75 -2.06 0.51
H -0.22 1.92 0.50
H -0.33 0.12 -1.66
H -2.51 0.71 1.41
H -3.18 -1.12 0.08
H -3.16 1.02 -0.85
```

The calculation puts the total energy at -563.15923 a.u. As for the HOMO energy (spin up / spin down): -0.223 / -0.381 Ha. Its total charge is 0. For the LUMO energy (spin up / spin down), the calculation gives 1.01 / -0.93 eV. As for the spin multiplicity: 3. The energy above the lowest of the compared OMol25 structures with the same formula, charge and spin is 1.1805 eV.


Entry 2:
C24H38Br36N2OP as an isolated structure at a distorted geometry. Source: OMol25; level of theory: ωB97M-V/def2-TZVPD.

The geometry in XYZ format:
```
102
C24H38Br36N2OP, DFT ωB97M-V/def2-TZVPD
C 2.05 -1.86 0.16
C 3.10 -2.12 -0.91
C 3.20 -1.10 -2.07
C 2.74 0.34 -1.83
C 3.62 1.15 -0.87
C 4.26 2.37 -1.59
N 4.23 3.48 -0.66
P 5.02 5.05 -0.81
N 6.55 4.96 -1.07
C 3.53 3.21 0.39
C 2.90 1.88 0.32
C 1.41 2.27 0.09
C 0.40 1.46 0.90
C -0.94 2.19 0.91
C -1.45 2.46 -0.49
O -1.46 1.22 -1.20
H 1.79 -2.82 0.59
H 2.48 -1.28 0.97
H 1.14 -1.44 -0.22
H 2.84 -3.06 -1.38
H 4.06 -2.29 -0.44
H 4.22 -1.12 -2.47
H 2.57 -1.48 -2.87
H 1.69 0.33 -1.55
H 2.79 0.83 -2.80
H 4.43 0.53 -0.49
H 5.31 2.11 -1.70
H 3.86 2.60 -2.57
H 4.33 5.74 -1.81
H 4.76 5.66 0.43
H 6.75 5.44 -1.95
H 3.42 3.94 1.18
H 3.12 1.46 1.29
H 1.27 3.31 0.37
H 1.17 2.20 -0.96
H 0.73 1.29 1.92
H 0.26 0.48 0.47
H -0.75 3.16 1.36
H -1.69 1.65 1.48
H -2.48 2.83 -0.47
H -0.86 3.21 -1.01
H -1.32 1.37 -2.15
C 7.61 -0.47 0.03
Br 6.96 1.33 0.30
Br 9.45 -0.63 0.55
Br 6.49 -1.76 0.92
H 7.56 -0.67 -1.03
C -1.71 -2.70 -2.34
Br -0.85 -1.42 -3.50
Br -2.79 -3.94 -3.35
Br -0.44 -3.60 -1.21
H -2.37 -2.15 -1.69
C -4.38 -2.44 1.07
Br -2.55 -1.90 1.34
Br -4.95 -2.15 -0.75
Br -4.67 -4.26 1.62
H -5.00 -1.81 1.70
C -7.64 1.32 -0.97
Br -7.68 0.22 -2.55
Br -8.90 0.71 0.36
Br -5.87 1.46 -0.23
H -7.94 2.31 -1.26
C -3.22 -7.36 -1.61
Br -3.32 -8.52 -3.14
Br -4.50 -7.83 -0.26
Br -1.43 -7.28 -0.90
H -3.47 -6.36 -1.94
C 10.73 5.37 -1.73
Br 9.58 6.79 -2.35
Br 9.73 3.79 -1.28
Br 12.15 4.99 -2.98
H 11.19 5.72 -0.81
C -7.51 -5.86 3.66
Br -6.49 -7.40 3.13
Br -8.79 -5.35 2.32
Br -8.36 -6.12 5.38
H -6.82 -5.04 3.77
C 10.11 5.84 2.59
Br 10.14 6.81 4.25
Br 8.39 5.95 1.72
Br 11.53 6.41 1.42
H 10.28 4.80 2.82
C -12.08 -0.47 -1.49
Br -11.07 -2.01 -2.04
Br -13.36 0.07 -2.82
Br -12.91 -0.75 0.23
H -11.38 0.34 -1.37
C 1.22 8.00 -1.01
Br 2.36 9.50 -0.69
Br 0.69 7.87 -2.86
Br 2.05 6.35 -0.41
H 0.32 8.13 -0.43
C -10.64 -2.56 4.58
Br -12.10 -2.10 5.75
Br -10.95 -1.97 2.78
Br -8.95 -1.92 5.26
H -10.58 -3.64 4.56
C -1.56 -10.75 2.15
Br -2.78 -9.57 3.08
Br -2.31 -11.40 0.50
Br 0.16 -9.92 1.87
H -1.40 -11.60 2.79
```

The calculation puts the total energy at -94127.47024 a.u. As for the HOMO energy: -0.412 Ha. Its total charge is +1. For the LUMO energy, the calculation gives -3.77 eV.


Entry 3:
C3H7CoO3 as an isolated structure at a distorted geometry. Source: OMol25; level of theory: ωB97M-V/def2-TZVPD.

The geometry in XYZ format:
```
14
C3H7CoO3, DFT ωB97M-V/def2-TZVPD
C -1.02 2.34 1.00
O 0.06 2.20 0.14
H -0.82 3.01 1.86
H -1.92 2.73 0.47
H -1.34 1.29 1.41
O 1.70 -0.25 -1.85
C 1.21 -1.37 -1.31
O 0.49 -0.92 -0.09
C -0.35 -1.76 0.57
Co 0.95 0.94 -0.61
H 1.98 -2.08 -0.93
H 0.47 -1.91 -1.93
H -1.38 -1.42 0.70
H -0.04 -2.81 0.58
```

The calculation puts the total energy at -1726.84991 a.u. As for the HOMO energy (spin up / spin down): -0.312 / -0.344 Ha. Its total charge is 0. For the LUMO energy (spin up / spin down), the calculation gives 0.82 / -0.44 eV. As for the spin multiplicity: 5. The energy above the lowest of the compared OMol25 structures with the same formula, charge and spin is 0.0000 eV.


Entry 4:
C29H29ClInN2OP as an isolated structure at a distorted geometry. Source: OMol25; level of theory: ωB97M-V/def2-TZVPD.

The geometry in XYZ format:
```
64
C29H29ClInN2OP, DFT ωB97M-V/def2-TZVPD
In 0.06 -1.45 -0.44
Cl 0.08 0.34 1.21
P 0.19 0.11 -2.47
C -1.23 -0.69 -3.32
C -1.08 -1.56 -4.41
C -2.20 -2.24 -4.89
C -3.45 -2.07 -4.28
C -3.58 -1.24 -3.16
C -2.47 -0.55 -2.68
C -0.15 1.88 -2.72
C 0.62 2.84 -2.03
C 0.41 4.20 -2.26
C -0.59 4.63 -3.15
C -1.35 3.68 -3.84
C -1.12 2.32 -3.65
C 1.69 -0.30 -3.44
C 2.70 -1.04 -2.81
C 3.89 -1.31 -3.49
C 4.09 -0.83 -4.78
C 3.07 -0.12 -5.43
C 1.88 0.17 -4.76
H 1.38 2.51 -1.32
H 1.01 4.95 -1.75
H -0.80 5.70 -3.28
H -2.14 4.00 -4.53
H -1.71 1.60 -4.22
H -0.09 -1.72 -4.84
H -2.09 -2.93 -5.73
H -4.32 -2.61 -4.65
H -4.54 -1.14 -2.65
H -2.54 0.08 -1.78
H 2.56 -1.42 -1.79
H 4.67 -1.90 -2.98
H 5.04 -1.01 -5.29
H 3.20 0.22 -6.46
H 1.09 0.75 -5.24
H -0.12 -4.51 -4.08
H 0.62 -4.39 -4.01
C -1.33 -2.34 5.62
N -1.44 -2.57 4.19
N -0.37 -2.91 3.44
C -0.70 -2.88 2.11
O 0.23 -2.94 1.22
C -2.11 -2.68 2.07
C -2.50 -2.41 3.38
C -3.83 -1.99 3.86
C 0.94 -2.97 3.99
C 1.31 -4.13 4.66
C 2.62 -4.23 5.12
C 3.48 -3.13 4.96
C 3.05 -1.93 4.37
C 1.78 -1.88 3.81
H -2.25 -1.86 5.93
H -0.48 -1.69 5.88
H -1.22 -3.29 6.17
H -2.71 -2.64 1.17
H -4.42 -2.80 4.32
H -3.81 -1.16 4.58
H -4.39 -1.66 2.97
H 0.56 -4.90 4.82
H 2.95 -5.15 5.62
H 4.51 -3.21 5.31
H 3.69 -1.02 4.34
H 1.41 -1.01 3.26
```

The calculation puts the total energy at -2298.33401 a.u. As for the HOMO energy: -0.520 Ha. Its total charge is +2. For the LUMO energy, the calculation gives -8.68 eV. The energy above the lowest of the compared OMol25 structures with the same formula, charge and spin is 0.8641 eV.


Entry 5:
C36H33Cl4CuF6N6O14S2 as an isolated structure at a distorted geometry. Source: OMol25; level of theory: ωB97M-V/def2-TZVPD.

The geometry in XYZ format:
```
102
C36H33Cl4CuF6N6O14S2, DFT ωB97M-V/def2-TZVPD
Cu -1.00 1.44 0.99
C 1.72 2.92 -1.79
F 2.03 1.91 -2.47
F 2.55 3.88 -1.99
F 0.58 3.31 -2.03
S 1.85 2.40 0.09
O 3.25 2.30 0.50
O 1.13 3.40 0.80
N 0.84 0.94 0.26
S 2.00 -0.20 0.08
O 2.88 0.04 -1.07
O 2.66 -0.69 1.29
C 0.95 -1.81 -0.62
F 0.68 -1.75 -1.90
F 1.76 -2.88 -0.57
F -0.17 -1.95 0.02
Cl 1.00 6.60 0.98
C 2.37 6.18 1.93
C 3.42 7.28 2.30
Cl 4.18 7.97 0.89
H 2.89 5.33 1.47
H 1.92 5.86 2.87
H 4.18 6.89 2.98
H 2.84 8.08 2.78
Cl 3.24 -5.14 -3.39
C 1.78 -4.29 -4.06
C 2.27 -3.30 -5.16
Cl 2.69 -1.89 -4.26
H 1.34 -3.81 -3.18
H 1.22 -5.14 -4.47
H 1.57 -2.86 -5.88
H 3.17 -3.61 -5.67
C 4.07 -0.15 4.38
C 4.45 0.94 3.52
C 4.66 2.19 4.08
C 4.49 2.35 5.42
C 4.18 1.26 6.31
C 3.96 -0.04 5.78
N 4.69 3.77 6.03
O 5.56 4.52 5.45
O 4.14 4.12 7.06
H 3.86 -1.10 3.91
H 4.82 0.70 2.53
H 4.91 3.02 3.43
H 4.13 1.39 7.38
H 3.78 -0.90 6.41
C -2.85 7.54 -1.65
C -3.91 6.68 -2.07
C -3.69 5.28 -2.01
C -2.43 4.74 -1.72
C -1.47 5.60 -1.37
C -1.65 6.98 -1.33
N -2.20 3.32 -1.48
O -2.91 2.51 -2.11
O -1.39 2.90 -0.61
H -2.96 8.61 -1.66
H -4.89 7.07 -2.27
H -4.51 4.59 -1.99
H -0.49 5.26 -1.09
H -0.96 7.72 -0.95
C 0.54 -3.71 5.57
C -0.85 -3.70 5.61
C -1.56 -3.00 4.68
C -0.89 -2.23 3.72
C 0.48 -2.24 3.72
C 1.27 -3.05 4.59
N -1.68 -1.53 2.70
O -2.82 -1.89 2.40
O -1.13 -0.57 2.16
H 0.97 -4.37 6.32
H -1.39 -4.34 6.30
H -2.63 -2.95 4.77
H 0.93 -1.73 2.89
H 2.33 -3.01 4.80
C -0.88 -5.84 -2.66
C -1.50 -6.76 -3.50
C -2.85 -6.75 -3.71
C -3.67 -5.83 -3.00
C -3.03 -4.95 -2.12
C -1.66 -4.99 -1.90
N -5.14 -5.87 -3.04
O -5.86 -5.19 -2.21
O -5.68 -6.61 -3.90
H 0.18 -5.93 -2.46
H -0.90 -7.58 -3.85
H -3.28 -7.49 -4.36
H -3.57 -4.21 -1.54
H -1.34 -4.40 -1.06
C -2.83 -2.07 -4.67
C -1.80 -1.38 -4.08
C -1.94 -0.86 -2.82
C -3.21 -0.86 -2.20
C -4.34 -1.49 -2.87
C -4.10 -2.09 -4.13
N -3.50 -0.42 -0.83
O -4.57 -0.51 -0.28
O -2.56 0.20 -0.25
H -2.57 -2.26 -5.70
H -0.91 -1.26 -4.68
H -1.08 -0.41 -2.36
H -5.35 -1.45 -2.47
H -4.80 -2.69 -4.69
```

The calculation puts the total energy at -7649.56731 a.u. As for the HOMO energy (spin up / spin down): -0.298 / -0.348 Ha. Its total charge is 0. For the LUMO energy (spin up / spin down), the calculation gives -1.47 / -3.80 eV. As for the spin multiplicity: 3.


Entry 6:
An isolated ion of composition C2H3N2O2 and charge -1 at a distorted geometry. Source: OMol25; level of theory: ωB97M-V/def2-TZVPD.

The geometry in XYZ format:
```
9
C2H3N2O2, DFT ωB97M-V/def2-TZVPD
C -1.06 -0.57 -0.18
C -0.13 0.63 0.40
N -0.67 -1.26 -1.11
N 1.26 0.14 -0.05
O 2.07 -0.37 0.73
O 1.12 -0.18 -1.23
H -2.00 -0.68 0.37
H -0.26 1.37 -0.38
H -0.32 0.92 1.45
```

The calculation puts the total energy at -337.84425 a.u. As for the HOMO energy: -0.070 Ha. Its total charge is -1. For the LUMO energy, the calculation gives 4.50 eV. The energy above the lowest of the compared OMol25 structures with the same formula, charge and spin is 4.4936 eV.